Here is C37H38BiN7O2S2 as an isolated structure from the Open Molecules 2025 dataset. Energies are from wB97M-V/def2-TZVPD.

```
87
Properties=species:S:1:pos:R:3:forces:R:3:lowdin_charge:R:1
Bi 0.2781 -0.1881 0.1164 -0.1 -0.1 0.0 1.873
C 1.8323 -3.2830 1.0509 0.0 0.0 0.0 -0.206
C 0.4096 -3.5292 1.5429 0.0 0.0 0.0 -0.181
N -0.5654 -2.4716 1.1910 0.0 0.0 0.0 -0.140
C -1.8162 -3.0123 0.6333 0.0 0.0 0.0 -0.265
C -1.6751 -3.6475 -0.7458 0.0 0.0 0.0 -0.425
S -0.8580 -2.5925 -1.9765 0.0 0.0 0.0 0.865
C 0.5947 -3.5715 -2.4212 0.0 0.0 0.0 -0.439
C 1.5049 -3.9954 -1.2739 0.0 0.0 0.0 -0.262
N 1.8519 -2.9132 -0.3601 0.0 0.0 0.0 -0.094
H 2.2884 -2.4759 1.6233 0.0 0.0 0.0 0.093
H 2.4100 -4.1961 1.2601 0.0 0.0 0.0 0.125
H 0.0401 -4.4754 1.1434 0.0 0.0 0.0 0.103
H 0.4481 -3.6566 2.6272 0.0 0.0 0.0 0.115
H -0.8272 -1.9972 2.0476 0.0 0.0 0.0 0.047
H -2.2372 -3.7710 1.3063 0.0 0.0 0.0 0.128
H -2.5311 -2.1920 0.5865 0.0 0.0 0.0 0.094
H -1.1281 -4.5887 -0.6993 0.0 0.0 0.0 0.068
H -2.6740 -3.8866 -1.1106 0.0 0.0 0.0 0.082
H 0.2773 -4.4528 -2.9824 0.0 0.0 0.0 0.086
H 1.1305 -2.9260 -3.1143 0.0 0.0 0.0 0.029
H 1.0194 -4.7894 -0.7041 0.0 0.0 0.0 0.097
H 2.3963 -4.4589 -1.7146 0.0 0.0 0.0 0.124
H 2.7489 -2.5143 -0.6006 0.0 0.0 0.0 0.093
O -4.4470 2.7598 -3.2545 0.0 0.0 0.0 -0.042
C -3.6932 2.0462 -3.9432 0.0 0.1 0.0 -0.693
O -3.9014 1.3689 -4.9609 0.0 0.0 0.0 -0.026
C -2.2514 1.9395 -3.3811 0.0 0.0 0.0 -0.085
C -1.8503 2.7112 -2.3018 0.0 0.0 0.0 0.041
C -0.6447 2.4050 -1.6955 0.0 0.0 0.0 -0.248
N 0.1614 1.4327 -2.1210 0.0 0.1 -0.1 0.059
C -0.1649 0.7667 -3.2314 0.0 0.0 0.0 -0.230
C -1.3724 0.9883 -3.8800 0.0 0.0 0.0 0.056
C 0.8756 -0.1866 -3.7270 0.0 0.0 0.0 -0.242
C 0.7686 -0.7903 -4.9801 0.0 0.0 0.0 -0.005
C 1.8133 -1.5694 -5.4443 0.0 0.0 0.0 -0.060
C 2.9357 -1.7359 -4.6472 0.0 0.0 0.0 -0.072
C 2.9378 -1.1286 -3.4009 0.0 0.0 0.0 -0.161
N 1.9409 -0.3799 -2.9416 0.0 0.0 0.0 0.107
C -0.1421 3.0942 -0.4824 0.0 0.0 0.0 -0.214
C -0.3239 4.4546 -0.2883 0.0 0.0 0.0 0.009
C 0.2384 5.0541 0.8257 0.0 0.0 0.0 -0.041
C 0.9630 4.2784 1.7151 0.0 0.0 0.0 -0.045
C 1.0752 2.9214 1.4680 0.0 0.0 0.0 -0.129
N 0.5369 2.3416 0.3965 0.0 0.0 0.0 0.020
H -2.5345 3.4558 -1.9154 0.0 0.0 0.0 0.124
H -1.7025 0.4297 -4.7455 0.0 0.0 0.0 0.116
H -0.1065 -0.6314 -5.5929 0.0 0.0 0.0 0.114
H 1.7549 -2.0310 -6.4215 0.0 0.0 0.0 0.112
H 3.7846 -2.3193 -4.9766 0.0 0.0 0.0 0.104
H 3.7909 -1.2435 -2.7377 0.0 0.0 0.0 0.105
H -0.8771 5.0262 -1.0205 0.0 0.0 0.0 0.124
H 0.1172 6.1166 0.9931 0.0 0.0 0.0 0.115
H 1.4221 4.7034 2.5961 0.0 0.0 0.0 0.112
H 1.5989 2.2648 2.1525 0.0 0.0 0.0 0.105
S -4.0771 1.8142 0.4952 0.0 0.0 0.0 1.097
C -3.9405 0.6645 -0.7410 0.0 0.0 0.0 -0.382
C -2.7452 0.0157 -0.6734 0.0 0.0 0.0 -0.279
C -1.9014 0.4390 0.4044 0.0 0.0 0.0 -0.380
C -2.5142 1.4417 1.1250 0.0 0.0 0.0 -0.501
C -2.0384 2.2151 2.2846 0.0 0.0 0.0 -0.310
C -2.5486 3.4841 2.5794 0.0 0.0 0.0 -0.042
C -2.1075 4.1360 3.7144 0.0 0.0 0.0 -0.063
C -1.1499 3.5295 4.5157 0.0 0.0 0.0 -0.063
C -0.6727 2.2908 4.1243 0.0 0.0 0.0 -0.137
N -1.1056 1.6457 3.0453 0.0 0.0 0.0 0.108
H -4.7097 0.5817 -1.4931 0.0 0.0 0.0 0.085
H -2.4597 -0.7012 -1.4303 0.0 0.0 0.0 0.043
H -3.2746 3.9495 1.9258 0.0 0.0 0.0 0.095
H -2.5002 5.1130 3.9664 0.0 0.0 0.0 0.110
H -0.7784 4.0044 5.4133 0.0 0.0 0.0 0.103
H 0.1001 1.7838 4.6952 0.0 0.0 0.0 0.110
C 3.3779 0.4099 0.6052 0.0 0.0 0.0 -0.082
C 2.7596 -0.0115 1.9063 0.0 0.0 0.0 -0.449
C 3.4062 -0.2589 3.0914 0.0 0.0 0.0 -0.074
C 2.4179 -0.6537 4.0268 0.0 0.0 0.0 -0.071
C 1.2043 -0.6325 3.3805 0.0 0.0 0.0 -0.387
C -0.1134 -1.0455 3.9632 0.0 0.0 0.0 -0.069
N 1.3989 -0.2171 2.0765 0.0 0.0 0.0 -0.162
H 4.4517 0.5256 0.7489 0.0 0.0 0.0 0.084
H 2.9947 1.3615 0.2291 0.0 0.0 0.0 0.057
H 3.2333 -0.3193 -0.1995 0.0 0.0 0.0 0.029
H 4.4680 -0.1619 3.2589 0.0 0.0 0.0 0.097
H 2.5695 -0.9292 5.0597 0.0 0.0 0.0 0.098
H -0.2008 -0.6873 4.9898 0.0 0.0 0.0 0.082
H -0.2178 -2.1345 4.0142 0.0 0.0 0.0 0.065
H -0.9483 -0.6109 3.4164 0.0 0.0 0.0 0.049
```
Positions in Å, forces in eV/Å.

Summary:
HOMO energy in eV: -7.675
LUMO energy in eV: -0.16
ΔE to the lowest compared entry with this formula, charge and spin in kJ/mol: 0.0
Spin multiplicity: 1
Total charge: 0
Frontier orbital gap in eV: 7.51

=====

Here is C37H38BrCrF5N3O7PTe as an isolated structure from the Open Molecules 2025 dataset. Energies are from wB97M-V/def2-TZVPD.

```
94
Properties=species:S:1:pos:R:3:forces:R:3:mulliken_spin:R:1
Cr 0.1088 -0.0014 0.7149 -0.5 0.0 0.2 2.943
C -6.3111 -1.3777 -4.7682 0.0 0.0 0.0 0.000
O -5.3334 -2.1156 -4.0693 0.0 0.0 0.0 0.000
C -4.0774 -2.1472 -4.5936 0.0 0.0 0.0 0.001
C -3.1003 -2.7398 -3.7940 0.0 0.0 0.0 -0.001
C -1.7942 -2.8067 -4.2289 -0.1 0.1 0.1 0.001
C -1.4454 -2.2825 -5.4762 0.2 0.0 0.1 -0.001
C -2.4313 -1.7474 -6.2872 0.0 0.0 0.0 0.002
C -3.7467 -1.6515 -5.8489 0.0 0.0 0.0 -0.001
N -0.1358 -2.3445 -6.0663 0.1 0.1 0.1 0.003
N 0.9233 -2.2126 -5.4313 -0.1 0.0 -0.1 -0.001
C 0.9876 -1.9029 -4.0304 -0.1 0.0 0.0 0.012
C 1.7891 -2.7157 -3.2693 0.0 0.0 0.0 -0.009
C 1.9511 -2.5570 -1.8817 0.0 0.0 0.0 0.020
C 1.3113 -1.5208 -1.2357 0.0 0.0 -0.1 0.002
O 1.4527 -1.2093 0.0262 0.1 0.1 0.1 -0.071
C 0.5062 -0.6467 -2.0284 0.1 0.1 0.0 0.013
N -0.0638 0.3594 -1.3171 0.0 -0.1 -0.1 -0.089
C -0.7234 1.3039 -1.9400 0.0 0.0 0.0 0.050
C -0.8375 1.3087 -3.3404 0.0 0.0 0.0 -0.012
C -0.3097 0.2790 -4.0704 0.0 -0.1 0.0 0.017
C 0.3687 -0.7738 -3.4172 0.1 0.0 0.0 -0.004
H -7.1969 -1.3747 -4.1385 0.0 0.0 0.0 0.000
H -6.5550 -1.8412 -5.7293 0.0 0.0 0.0 0.000
H -5.9845 -0.3478 -4.9380 0.0 0.0 0.0 0.000
H -3.3603 -3.1054 -2.8098 0.0 0.0 0.1 0.000
H -1.0516 -3.2469 -3.5781 0.0 0.0 0.0 0.000
H -2.1568 -1.3940 -7.2738 0.0 0.0 0.0 0.000
H -4.4920 -1.2097 -6.4942 0.0 0.0 0.0 0.000
H 2.2953 -3.5304 -3.7738 0.0 0.0 0.0 -0.001
H 2.5869 -3.2276 -1.3193 0.0 0.0 0.0 0.001
H -1.1928 2.0551 -1.3220 0.0 0.0 0.0 0.000
H -1.3589 2.1223 -3.8247 0.0 0.0 0.0 0.000
H -0.4023 0.2747 -5.1473 0.0 0.0 -0.1 0.000
C 4.8490 -0.5589 0.0522 -0.1 0.0 0.0 -0.001
C 3.7431 0.3120 0.6159 0.0 -0.1 0.0 -0.007
O 3.2643 0.0379 1.6909 0.1 0.2 0.2 0.002
C 3.3075 1.5078 -0.1734 0.0 0.0 -0.1 0.002
C 4.1521 2.0043 -1.1731 0.0 0.0 0.1 0.002
C 3.8596 3.1437 -1.8968 0.0 0.0 0.0 -0.001
C 2.6739 3.8200 -1.6324 0.0 0.0 0.0 0.000
C 1.8026 3.3351 -0.6794 0.0 0.0 0.0 -0.005
C 2.0822 2.1723 0.0551 -0.2 0.0 -0.1 0.034
O 1.1218 1.7192 0.8580 0.2 -0.2 -0.1 0.029
H 4.9971 -1.3841 0.7435 0.0 0.0 0.0 0.000
H 5.7814 -0.0019 -0.0510 0.0 0.0 0.0 0.000
H 4.5762 -0.9471 -0.9310 0.0 0.0 0.0 0.000
H 5.0770 1.4844 -1.3808 0.0 0.0 0.0 0.000
H 4.5423 3.4975 -2.6577 0.0 0.0 0.0 0.000
H 2.4170 4.7132 -2.1891 0.0 0.0 0.0 0.000
H 0.8522 3.8209 -0.4946 0.0 0.0 0.0 0.001
F -2.2583 0.6448 0.1244 0.0 -0.1 -0.1 0.017
Te -2.8747 -1.3882 0.6871 0.0 -0.1 0.3 0.011
F -2.6556 -2.8736 -0.6823 0.0 0.2 -0.2 0.000
F -0.8982 1.5493 2.0245 0.3 0.0 0.0 0.041
F -3.1151 -2.8918 1.8589 0.0 -0.1 -0.1 -0.001
F -2.9991 -0.4695 2.4140 0.0 0.1 0.0 0.000
O -1.0237 -1.4852 0.8139 -0.1 -0.1 0.1 0.031
C 2.3729 3.5543 4.3016 -0.1 0.0 0.0 0.000
C 2.1303 2.3458 3.3930 0.1 -0.1 -0.1 0.006
P 0.3637 2.1194 2.9286 -0.5 0.2 0.4 -0.006
C -0.0141 3.8627 2.4390 0.1 0.0 -0.1 0.001
C -1.3557 4.1146 1.7597 0.0 0.0 0.0 -0.001
C -0.4405 1.9769 4.5683 0.0 0.0 0.0 0.002
C -1.8047 1.2942 4.5919 0.0 0.0 0.0 0.001
H 3.4001 3.5063 4.6684 0.0 0.0 0.0 0.000
H 1.7212 3.5579 5.1761 0.0 0.0 0.0 0.000
H 2.2543 4.5043 3.7818 0.0 0.0 0.0 0.000
H 2.4276 1.4341 3.9012 0.0 0.0 0.0 -0.001
H 2.7324 2.4313 2.4939 0.0 0.0 -0.1 0.000
H 0.8037 4.2102 1.8024 0.0 0.0 0.0 0.000
H 0.0494 4.4496 3.3574 0.0 0.0 0.0 0.000
H -1.4243 3.5912 0.8066 0.0 0.0 0.0 0.001
H -1.4952 5.1839 1.5841 0.0 0.0 0.0 0.000
H -2.1875 3.7579 2.3673 0.0 0.0 0.0 0.000
H -0.5294 2.9944 4.9580 0.0 0.0 0.0 0.000
H 0.2610 1.4484 5.2163 0.0 0.0 0.0 0.000
H -2.5460 1.8454 4.0141 0.0 0.0 0.0 0.000
H -2.1540 1.2127 5.6225 0.0 0.0 0.0 0.000
H -1.7715 0.2961 4.1630 0.0 0.0 0.0 0.000
Br -0.7079 -1.8188 6.2485 0.0 0.0 0.0 0.000
C -0.1906 -2.7479 4.6710 0.0 0.0 0.0 -0.003
C -0.6287 -4.0555 4.5471 0.0 0.0 0.0 0.000
C -0.2948 -4.7860 3.4180 0.0 0.0 0.0 -0.001
C 0.4781 -4.2093 2.4251 0.0 0.0 0.0 0.001
C 0.8986 -2.8967 2.5532 0.0 0.0 0.0 -0.004
C 0.5622 -2.1426 3.6701 0.0 0.0 0.0 0.002
C 1.0220 -0.7161 3.7876 -0.2 0.0 0.0 0.010
O 1.6791 -0.3460 4.7336 0.0 0.0 0.0 0.002
O 0.5854 0.0862 2.8239 0.3 0.0 -0.3 -0.060
H -1.2394 -4.4887 5.3266 0.0 0.0 0.0 0.000
H -0.6571 -5.8005 3.3129 0.0 0.0 0.0 0.000
H 0.7229 -4.7609 1.5272 0.0 0.0 0.0 0.000
H 1.4819 -2.4434 1.7656 0.0 0.0 0.0 0.022
```
Positions in Å, forces in eV/Å.

Summary:
HOMO energy (alpha / beta) in eV: -5.301 / -5.387
LUMO energy (alpha / beta) in eV: 2.05 / 1.93
Spin multiplicity: 4
Total charge: -1
Frontier orbital gap (alpha / beta) in eV: 7.35 / 7.32